No. 1
Density functional theory data (ωB97M-V with the def2-TZVPD basis set) for the molecule C3H7N at a distorted geometry.

The energy relative to the best compared isomer or geometry (same formula, charge and spin) is 211.2 kJ/mol. The value obtained for the HOMO energy is -9.0 eV. The LUMO energy comes out at 1.1 eV. As for the gap between HOMO and LUMO: 10.0 eV. As for the structure (SMILES): C=CCN. The spin multiplicity is 1.

Structure (XYZ):
```
11
Properties=species:S:1:pos:R:3:forces:R:3
C 0.335 1.425 -1.019 0.0 -1.0 -1.9
C 0.439 0.119 -0.698 0.0 2.7 -1.2
C -0.527 -0.433 0.227 2.7 -2.9 -0.9
N 0.247 -1.320 1.090 -2.0 -0.9 1.0
H 0.690 1.548 -2.091 0.4 1.3 1.8
H -0.310 2.099 -0.444 -0.2 -0.1 -0.9
H 1.412 -0.260 -0.978 -0.6 -1.5 -0.7
H -1.355 -1.059 -0.095 0.1 0.3 -1.2
H -0.915 0.392 0.647 -1.9 2.8 2.2
H -0.579 -1.740 1.503 0.6 -1.3 0.9
H 0.563 -0.772 1.856 0.9 0.6 0.8
```
Forces are in eV/Å.

No. 2
Density functional theory data (ωB97M-V with the def2-TZVPD basis set) for a cluster of 2 separate species, C3H9O3 in total at a distorted geometry.

The energy relative to the best compared isomer or geometry (same formula, charge and spin) is 92.0 kJ/mol. The value obtained for the HOMO energy is -2.7 eV. The LUMO energy comes out at 4.0 eV. As for the gap between HOMO and LUMO: 6.7 eV. Its total charge is -1. The spin multiplicity is 1.

Structure (XYZ):
```
15
Properties=species:S:1:pos:R:3:forces:R:3
C 0.248 0.432 -0.424 -0.6 -0.8 0.0
C 1.679 -0.055 -0.326 0.6 0.8 -0.9
O 2.379 0.038 -1.610 -0.2 0.0 0.3
C -0.798 -0.773 -0.651 0.4 1.4 -0.4
O -2.056 -0.464 -0.367 -0.3 0.1 0.4
H 0.183 1.137 -1.262 -0.2 0.1 0.1
H -0.127 0.940 0.469 0.3 0.1 0.0
H 2.285 0.546 0.358 -0.1 -0.2 0.2
H 1.728 -1.107 -0.086 -0.1 -0.3 0.5
H 1.756 0.437 -2.221 0.0 0.0 -0.1
H -0.639 -0.976 -1.750 0.1 -0.7 0.2
H -0.351 -1.580 -0.028 0.0 -0.4 -0.2
H -1.928 0.010 2.637 -0.4 -0.5 -0.2
H -1.093 1.112 2.194 0.0 0.1 0.1
O -1.421 0.726 3.017 0.3 0.3 -0.1
```
Forces are in eV/Å.

No. 3
Density functional theory data (ωB97M-V with the def2-TZVPD basis set) for a cluster of 2 separate species, CH5N2O2 in total at a distorted geometry.

The energy relative to the best compared isomer or geometry (same formula, charge and spin) is 860.2 kJ/mol. The value obtained for the HOMO energy (alpha / beta) is -3.1 / -2.5 eV. The LUMO energy (alpha / beta) comes out at 4.2 / 4.2 eV. As for the gap between HOMO and LUMO (alpha / beta): 7.3 / 6.7 eV. Its total charge is -1. The spin multiplicity is 1.

Structure (XYZ):
```
10
Properties=species:S:1:pos:R:3:forces:R:3
C 0.248 0.641 -0.929 2.5 1.0 2.8
N 1.432 -0.065 1.655 -0.9 -0.5 0.3
N -0.489 0.112 0.228 -1.2 0.9 0.3
O -1.803 -1.240 -1.203 0.2 -0.4 0.0
O 0.021 -0.054 1.378 1.8 -0.7 -0.2
H -0.140 0.105 -1.752 -0.5 -0.2 -0.9
H 0.012 1.742 -0.869 0.1 -0.9 -0.5
H 1.380 0.576 -0.772 -1.4 -0.2 -0.4
H -2.076 -1.170 -0.284 -0.2 0.0 -0.2
H 1.415 -0.647 2.549 -0.3 1.0 -1.3
```
Forces are in eV/Å.

No. 4
Density functional theory data (ωB97M-V with the def2-TZVPD basis set) for a structure of composition C32H48BCuN7OS6.

The value obtained for the HOMO energy (alpha / beta) is -6.4 / -6.3 eV. The LUMO energy (alpha / beta) comes out at 0.3 / -0.9 eV. As for the gap between HOMO and LUMO (alpha / beta): 6.6 / 5.5 eV. The spin multiplicity is 2.

Structure (XYZ):
```
96
Properties=species:S:1:pos:R:3:forces:R:3
Cu 0.045 -0.730 -0.582 -0.1 -0.1 -0.1
C -2.541 2.137 -3.623 0.0 0.0 0.0
C -1.652 3.342 -3.321 0.1 0.0 0.0
C -2.393 4.583 -3.830 0.0 0.0 0.0
C -0.305 3.181 -4.026 0.0 0.0 0.0
N -1.356 3.536 -1.867 -0.1 0.1 0.0
C -0.972 4.778 -1.391 0.0 0.0 0.1
C -0.619 4.624 -0.104 0.1 0.0 -0.1
N -0.758 3.299 0.221 -0.1 0.0 0.1
B -0.222 2.853 1.607 0.1 -0.2 0.0
N -0.858 1.523 2.127 0.1 0.0 0.1
C -2.107 1.561 2.700 0.0 -0.1 0.0
C -2.394 0.330 3.156 -0.1 0.1 0.0
N -1.310 -0.487 2.868 0.1 0.1 0.0
C -0.369 0.265 2.223 0.0 0.0 -0.2
S 1.117 -0.236 1.514 -0.2 -0.1 0.3
C -1.309 -1.889 3.381 0.0 0.0 0.0
C -0.113 -2.722 2.940 0.0 0.0 0.0
C -1.317 -1.815 4.909 0.0 0.0 0.0
C -2.577 -2.570 2.860 0.0 -0.1 0.0
N 1.316 2.811 1.666 0.1 0.3 -0.1
C 1.901 2.786 2.913 0.0 0.0 0.1
C 3.228 2.678 2.759 -0.1 0.0 0.1
N 3.485 2.646 1.399 -0.1 0.1 -0.1
C 2.294 2.736 0.719 0.0 -0.1 0.0
S 2.091 2.741 -0.965 0.0 0.2 0.1
C 4.848 2.489 0.821 0.0 0.0 0.0
C 5.198 3.695 -0.051 0.0 0.0 0.1
C 5.861 2.424 1.964 0.0 0.0 0.0
C 4.920 1.176 0.041 0.0 0.0 0.0
C -1.199 2.636 -0.859 0.3 0.0 -0.2
S -1.597 0.968 -0.934 0.0 -0.3 0.2
H -2.826 2.211 -4.674 0.0 0.0 0.0
H -3.446 2.139 -3.016 0.0 0.0 0.0
H -2.028 1.196 -3.465 0.0 0.0 0.0
H -2.691 4.407 -4.863 0.0 0.0 0.0
H -1.778 5.480 -3.825 0.0 0.0 0.0
H -3.291 4.768 -3.240 0.0 0.0 0.0
H -0.462 3.014 -5.093 0.0 0.0 0.0
H 0.233 2.329 -3.608 0.0 0.0 0.0
H 0.314 4.069 -3.897 0.0 0.0 0.0
H -0.965 5.658 -2.001 0.0 0.0 0.0
H -0.241 5.336 0.606 0.0 0.0 0.0
H -0.590 3.705 2.386 0.0 0.0 0.0
H -2.680 2.468 2.734 0.0 0.0 0.0
H -3.267 -0.030 3.665 0.0 0.0 0.0
H 0.829 -2.316 3.293 0.0 0.0 0.0
H -0.056 -2.809 1.859 0.0 0.0 0.0
H -0.250 -3.719 3.367 0.0 0.0 0.0
H -0.418 -1.312 5.268 0.0 0.0 0.0
H -1.336 -2.824 5.323 0.0 0.0 0.0
H -2.187 -1.277 5.286 0.0 0.0 0.0
H -2.591 -2.528 1.770 0.0 0.0 0.1
H -3.488 -2.115 3.250 0.0 0.0 0.0
H -2.571 -3.615 3.173 0.0 0.0 0.0
H 1.309 2.825 3.810 0.0 0.0 0.0
H 3.999 2.611 3.501 0.0 0.0 0.0
H 5.143 4.614 0.537 0.0 0.0 0.0
H 4.522 3.779 -0.896 0.0 0.0 0.0
H 6.219 3.583 -0.418 0.0 0.0 0.0
H 5.836 3.322 2.583 0.0 0.0 0.0
H 6.854 2.350 1.524 0.0 0.0 0.0
H 5.709 1.547 2.594 0.0 0.0 0.0
H 4.259 1.194 -0.819 -0.1 0.0 -0.1
H 4.626 0.342 0.682 0.0 0.0 0.0
H 5.945 1.012 -0.296 0.0 0.0 0.0
S 1.869 -0.398 -2.019 0.1 -0.1 -0.2
C 1.934 -2.075 -1.715 0.0 0.1 -0.2
N 0.950 -2.611 -1.034 -0.1 0.2 0.0
C 1.147 -3.955 -0.786 0.0 0.0 0.1
C 0.283 -4.795 -0.086 0.1 0.0 0.0
C 0.626 -6.127 0.059 0.0 0.0 0.0
C 1.809 -6.629 -0.484 0.0 0.0 0.0
C 2.673 -5.803 -1.183 0.0 0.0 0.0
C 2.336 -4.464 -1.327 0.0 0.0 0.0
S 3.211 -3.191 -2.134 0.0 0.0 0.0
H -0.627 -4.388 0.333 0.0 0.0 0.0
H -0.031 -6.790 0.607 0.0 0.0 0.0
H 2.057 -7.675 -0.358 0.0 0.0 0.0
H 3.592 -6.192 -1.602 0.0 0.0 0.0
C -4.849 -1.363 -0.033 0.0 0.0 0.0
C -4.235 -2.523 -0.799 0.0 0.0 0.0
S -2.662 -2.009 -1.495 0.0 -0.1 -0.1
O -1.754 -1.917 -0.283 0.1 0.2 0.1
C -2.177 -3.534 -2.353 0.0 0.0 0.1
C -1.808 -3.235 -3.796 0.0 0.0 0.0
H -5.756 -1.688 0.477 0.0 0.0 0.0
H -5.104 -0.545 -0.706 0.0 0.0 0.0
H -4.150 -0.981 0.711 0.0 0.0 0.0
H -4.858 -2.846 -1.636 0.0 0.0 0.0
H -4.022 -3.382 -0.158 0.0 0.0 0.0
H -2.982 -4.265 -2.265 0.0 0.0 0.0
H -1.317 -3.894 -1.785 -0.1 0.0 -0.1
H -2.665 -2.875 -4.365 0.0 0.0 0.0
H -1.434 -4.138 -4.279 0.0 0.0 0.0
H -1.025 -2.477 -3.842 0.0 0.0 0.0
```
Forces are in eV/Å.

No. 5
Density functional theory data (ωB97M-V with the def2-TZVPD basis set) for a cluster of 2 separate species, C10H14NO in total at a distorted geometry.

The energy relative to the best compared isomer or geometry (same formula, charge and spin) is 626.4 kJ/mol. The value obtained for the HOMO energy (alpha / beta) is -12.2 / -11.9 eV. The LUMO energy (alpha / beta) comes out at -4.7 / -4.2 eV. As for the gap between HOMO and LUMO (alpha / beta): 7.4 / 7.7 eV. Its total charge is +1. The spin multiplicity is 1.

Structure (XYZ):
```
26
Properties=species:S:1:pos:R:3:forces:R:3
C 4.131 0.219 0.440 0.0 -0.4 -0.4
C 2.906 0.930 0.642 -0.1 -0.2 -0.2
C 3.876 -0.766 -0.464 1.1 0.4 0.8
C 2.061 0.291 -0.190 -1.7 0.9 0.3
C -0.620 -1.867 0.271 0.0 -0.1 0.0
C -1.461 -1.029 1.236 0.2 -0.2 0.1
C -1.101 -1.480 -1.131 0.2 -0.2 0.1
C -1.739 0.257 0.493 0.0 0.2 0.2
C -1.542 -0.035 -1.014 0.1 0.2 -0.2
C -0.664 0.892 -0.286 0.8 -0.9 -0.2
N -0.668 2.338 -0.581 -0.1 0.1 -0.1
O 2.578 -0.722 -0.849 -0.7 -0.2 -0.4
H 5.057 0.447 0.927 0.3 -0.1 0.0
H 2.740 1.760 1.293 -0.2 0.2 0.2
H 4.493 -1.525 -0.900 0.0 -0.1 -0.1
H 0.432 -1.610 0.388 0.0 -0.1 0.0
H -0.729 -2.934 0.455 0.1 0.0 0.0
H -2.413 -1.520 1.449 0.0 0.1 0.0
H -0.952 -0.849 2.183 0.0 0.0 0.0
H -0.315 -1.596 -1.877 0.0 0.0 -0.1
H -1.953 -2.090 -1.434 0.0 0.1 0.0
H -2.542 0.877 0.878 0.0 0.2 -0.1
H -2.200 0.339 -1.789 -0.1 0.2 0.0
H -0.466 2.492 -1.582 0.0 0.0 0.4
H 0.061 2.802 -0.022 -0.2 -0.1 -0.2
H -1.581 2.770 -0.353 0.4 -0.1 -0.1
```
Forces are in eV/Å.

No. 6
Density functional theory data (ωB97M-V with the def2-TZVPD basis set) for a structure of composition C4H8N2S at a distorted geometry.

The energy relative to the best compared isomer or geometry (same formula, charge and spin) is 302.1 kJ/mol. The value obtained for the HOMO energy is -8.5 eV. The LUMO energy comes out at 0.2 eV. As for the gap between HOMO and LUMO: 8.7 eV. The spin multiplicity is 1.

Structure (XYZ):
```
15
Properties=species:S:1:pos:R:3:forces:R:3
C -1.681 0.542 0.255 1.7 -0.6 -1.9
C -0.912 -0.807 -0.005 -1.9 3.4 -0.2
C 1.521 -0.250 0.046 3.5 3.2 -1.3
C 1.365 1.253 -0.175 2.2 3.2 -0.2
H -1.172 0.915 1.137 -0.4 0.9 0.1
H -1.644 1.246 -0.691 0.0 -1.3 2.2
H -2.685 0.177 0.450 0.0 0.5 0.0
H -1.293 -2.629 -0.363 1.0 -1.7 -0.3
H 0.569 -1.912 0.273 1.2 -1.7 0.1
H 0.576 1.533 -0.915 -0.2 -0.4 1.5
H 2.301 1.859 -0.955 -2.2 -2.4 3.2
H 1.317 1.797 0.997 0.0 -1.3 -3.9
N -1.697 -1.751 -0.209 -1.4 -0.2 0.0
N 0.464 -0.960 0.078 -4.2 -1.8 0.5
S 2.972 -1.013 0.076 0.6 0.1 0.3
```
Forces are in eV/Å.

Please write out number 6 again, unchanged.
Density functional theory data (ωB97M-V with the def2-TZVPD basis set) for a structure of composition C4H8N2S at a distorted geometry.

The energy relative to the best compared isomer or geometry (same formula, charge and spin) is 302.1 kJ/mol. The value obtained for the HOMO energy is -8.5 eV. The LUMO energy comes out at 0.2 eV. As for the gap between HOMO and LUMO: 8.7 eV. The spin multiplicity is 1.

Structure (XYZ):
```
15
Properties=species:S:1:pos:R:3:forces:R:3
C -1.681 0.542 0.255 1.7 -0.6 -1.9
C -0.912 -0.807 -0.005 -1.9 3.4 -0.2
C 1.521 -0.250 0.046 3.5 3.2 -1.3
C 1.365 1.253 -0.175 2.2 3.2 -0.2
H -1.172 0.915 1.137 -0.4 0.9 0.1
H -1.644 1.246 -0.691 0.0 -1.3 2.2
H -2.685 0.177 0.450 0.0 0.5 0.0
H -1.293 -2.629 -0.363 1.0 -1.7 -0.3
H 0.569 -1.912 0.273 1.2 -1.7 0.1
H 0.576 1.533 -0.915 -0.2 -0.4 1.5
H 2.301 1.859 -0.955 -2.2 -2.4 3.2
H 1.317 1.797 0.997 0.0 -1.3 -3.9
N -1.697 -1.751 -0.209 -1.4 -0.2 0.0
N 0.464 -0.960 0.078 -4.2 -1.8 0.5
S 2.972 -1.013 0.076 0.6 0.1 0.3
```
Forces are in eV/Å.